Here is a molecular structure, C16H34Br10N2O2 in a non-equilibrium geometry from the Open Molecules 2025 dataset. Energies are from the ωB97M-V functional and the def2-TZVPD basis.

Output
frontier orbital gap = 7.875 eV

Last column: Löwdin charge in e.
Element x y z (Å)
Br -5.538 -1.713 3.742  0.489
Br -1.973 -2.343 -0.694  0.999
Br 2.429 -1.204 1.723  0.839
Br -2.386 -0.572 1.912  1.081
Br -1.384 0.139 5.319  0.603
Br 1.028 -1.437 -1.556  1.145
Br 4.051 2.182 -1.538  0.831
Br -3.891 -2.558 -3.790  0.577
Br 4.894 -1.907 -1.065  0.714
Br 0.346 -2.839 1.789  0.680
O 0.891 0.781 0.350  -0.283
O 0.281 1.635 -2.633  0.000
N -1.620 1.073 -1.484  -0.163
N 1.403 2.951 0.244  -0.109
C -0.514 -0.090 1.433  -0.470
C -0.371 0.855 -1.970  -0.453
C 2.482 -0.086 -1.146  -0.504
C -2.930 -1.077 5.080  -0.631
C -3.718 -0.736 3.829  -0.801
C 2.812 2.831 0.668  -0.167
C 2.409 1.196 -1.995  -0.522
C -1.267 -1.984 -2.435  -0.632
C 0.137 -1.226 0.643  -0.964
C 0.556 1.941 0.135  -0.303
C 3.359 -2.879 1.274  -0.562
C 3.399 -2.965 -0.225  -0.599
C 0.966 4.328 0.206  -0.027
C -2.413 0.049 -0.752  -0.289
C -2.375 2.313 -1.822  -0.013
C -1.938 -2.803 -3.519  -0.611
H 0.028 4.406 -0.343  0.093
H -0.465 -1.521 -0.216  -0.197
H 0.012 0.090 2.370  0.063
H 3.232 1.825 0.666  0.034
H 1.131 -0.911 0.327  -0.160
H -0.192 -2.138 -2.527  -0.106
H -2.390 2.798 -0.845  0.075
H 4.289 -2.903 1.843  0.063
H -3.312 -0.202 -1.314  0.092
H 2.463 -2.620 -0.666  -0.079
H -3.158 -1.089 2.963  -0.366
H 1.618 1.817 -1.574  0.012
H 3.386 3.401 -0.062  -0.048
H -3.522 -0.930 5.983  0.045
H 3.536 -3.965 -0.634  0.068
H 3.374 -0.637 -1.443  -0.130
H -1.834 3.058 -2.405  0.086
H -3.928 0.315 3.628  0.039
H 3.067 3.160 1.676  0.104
H -0.092 -0.164 -1.660  -0.072
H -2.739 0.465 0.202  -0.016
H -1.523 -2.803 -4.527  0.064
H -0.482 2.270 -0.028  0.153
H -1.824 -0.837 -0.513  -0.252
H -1.462 -0.920 -2.573  0.059
H -1.904 -3.853 -3.226  0.044
H -3.408 2.154 -2.130  0.093
H 1.573 5.006 -0.393  0.098
H 2.517 0.115 -0.075  -0.033
H -2.630 -2.125 5.115  0.070
H -0.573 0.801 0.808  0.034
H 0.913 4.799 1.188  0.100
H 2.361 0.986 -3.063  0.087
H 2.811 -3.704 1.726  0.025